1.
# H30O15

A 15-piece molecular cluster, H30O15 overall (the ωB97M-V functional and the def2-TZVPD basis, the OMol25 dataset).

The geometry in XYZ format:
```
45
Properties=species:S:1:pos:R:3:forces:R:3
H 0.1831 -0.8653 0.1798 0.298 0.329 0.078
H 0.1182 0.3338 -0.7337 -1.780 1.202 -1.752
H 2.3587 0.8595 -4.2804 0.299 0.232 0.753
H 1.0840 0.4158 -3.8478 -3.024 -1.242 -0.785
H 1.4284 5.6508 -1.0311 -0.771 0.465 -0.925
H 2.0879 4.1939 -0.9955 -0.534 2.455 0.944
H -1.6658 -4.0469 0.0927 -0.675 0.874 3.142
H -1.6334 -3.4889 -1.3230 -0.063 -0.346 0.312
H -3.3538 2.9291 -3.6209 -0.169 0.781 0.051
H -2.9983 1.8096 -2.8673 1.066 -4.427 0.084
H 0.2000 -1.0637 2.9108 2.868 -0.222 -2.339
H -1.1805 -1.7168 3.0905 1.017 1.176 0.408
H 1.0731 3.5101 1.3663 2.144 -0.363 -0.411
H 0.2388 3.0293 2.6721 0.852 0.153 -1.040
H -4.2806 -1.7346 -0.4318 0.182 0.564 0.271
H -4.4675 -0.5074 -1.2171 -0.873 1.246 -1.894
H -4.5574 0.8858 0.6704 -1.422 -0.607 0.872
H -4.2076 2.4370 0.4382 -0.700 0.385 0.438
H 1.2794 -2.5848 -1.9208 -0.459 0.406 -0.023
H 0.1671 -2.3897 -0.7276 2.505 -1.052 -1.709
H 3.1392 -1.4773 1.1739 -0.347 -0.429 -1.134
H 2.1885 -2.5896 0.7340 0.201 0.030 -0.267
H 5.1702 -1.1711 -2.4624 1.606 0.718 -1.638
H 3.8704 -1.7449 -2.1440 0.201 0.143 0.878
H -1.2831 -2.4841 0.9800 5.198 -1.783 -1.554
H -2.3438 -1.5297 0.6260 -0.312 0.338 0.118
H 1.3130 1.7870 4.4414 0.716 -2.870 -1.373
H 1.0637 0.2113 4.1733 -0.414 0.109 0.535
H 1.1497 0.5574 1.6341 1.150 0.140 0.034
H 2.2503 0.5550 0.5151 -0.464 -1.248 3.412
O 0.6691 -0.0966 -0.1345 -0.635 -1.203 -0.407
O 1.8369 0.7575 -3.4625 2.701 1.007 0.011
O 1.9497 5.0776 -0.5016 1.345 -3.031 -0.023
O -1.5753 -4.2853 -0.7773 0.343 -0.903 -3.650
O -3.1892 2.6708 -2.7079 -0.914 3.698 -0.144
O -0.5298 -1.0514 3.4461 -3.742 -0.875 1.900
O 0.2765 3.5247 1.8334 -3.017 0.216 1.404
O -4.0477 -0.7820 -0.4403 0.690 -2.668 1.531
O -3.9741 1.5259 0.3364 2.218 0.814 -1.207
O 1.0747 -2.7704 -1.0026 -2.788 -0.247 0.747
O 2.8311 -1.9713 0.3708 1.182 0.242 1.849
O 4.6738 -1.3969 -1.7153 -1.621 -0.738 0.775
O -2.0721 -2.2096 1.2549 -4.883 1.642 1.569
O 1.6040 0.9512 3.8930 -0.542 3.052 1.691
O 2.0806 0.2853 1.5122 1.368 1.841 -1.529
```
Positions in Å, forces in eV/Å.

In elementary charge units, the Mulliken charges are: 0.1879 0.1940 0.2893 0.2794 0.3072 0.3333 0.3420 0.2931 0.3078 0.2547 0.3132 0.2924 0.2962 0.2862 0.3247 0.2756 0.3220 0.2728 0.2453 0.0781 0.2759 0.2707 0.2744 0.2602 0.2369 0.4096 0.2746 0.3494 0.3562 0.3177 -0.3918 -0.5624 -0.6339 -0.5594 -0.5637 -0.6410 -0.6014 -0.6361 -0.5760 -0.4374 -0.4929 -0.5531 -0.6261 -0.5741 -0.6716

=====

2.
# C3H9O4P

C3H9O4P as an isolated structure (the ωB97M-V functional and the def2-TZVPD basis, the OMol25 dataset).

The geometry in XYZ format:
```
17
Properties=species:S:1:pos:R:3:forces:R:3
C 0.8819 2.3839 -1.2460 -1.729 -2.514 3.754
C -0.8948 0.3471 -0.0316 2.453 -3.638 1.130
C -0.5583 -1.3772 0.8551 -0.988 3.099 -1.456
O 1.2437 -0.3685 -1.7068 0.763 -2.013 -0.832
O -0.7799 -2.3482 -0.0526 1.567 -0.269 -1.660
O -1.3546 -1.5551 1.8944 -1.689 -0.267 1.793
O 0.7089 -1.2195 1.3002 1.929 -1.127 0.991
P 0.8004 0.5454 -0.6662 -2.585 4.119 -1.104
H 1.8565 2.7111 -0.9250 0.168 0.631 -0.492
H 0.5742 2.3569 -2.2412 0.003 0.520 -1.724
H 0.0270 2.7477 -0.5705 1.448 0.257 -1.071
H -0.9918 1.0427 0.7710 -0.506 0.471 0.543
H -1.7043 0.2404 -0.7267 -0.341 -0.046 -0.176
H -0.0655 -2.1782 -0.7287 -0.960 -0.487 0.299
H -2.1437 -2.0600 1.6527 0.181 0.162 -0.134
H 1.0565 -1.9698 1.8791 -1.147 1.117 -1.118
H 1.3437 0.7011 0.5426 1.433 -0.015 1.256
```
Positions in Å, forces in eV/Å.

In elementary charge units, the Mulliken charges are: -0.9852 -0.8376 0.4806 -0.6693 -0.5306 -0.5028 -0.5009 0.6954 0.3734 0.3339 0.2577 0.4251 0.3860 0.4169 0.3208 0.3090 0.0275

=====

3.
# C8H12O3

One molecule with the formula C8H12O3 (the ωB97M-V functional and the def2-TZVPD basis, the OMol25 dataset).

The geometry in XYZ format:
```
23
Properties=species:S:1:pos:R:3:forces:R:3
C 2.3224 -3.0995 0.1200 -1.212 9.294 -3.752
C 2.2503 -1.8521 -0.5707 -0.068 -7.618 4.904
C 1.9808 -0.3558 -1.2682 0.469 -1.223 -0.049
C 0.9395 0.4554 -0.2594 -1.621 -2.641 -0.681
C -0.5810 0.2276 -0.9156 0.360 -0.656 1.009
C -1.7553 0.5725 0.1869 -0.546 -0.324 -0.425
C -2.4410 -0.8036 0.8032 -0.348 0.595 -0.279
O -2.8458 1.3451 -0.4920 1.363 -1.070 -0.680
O 1.2714 1.8783 -0.0912 0.808 -0.944 3.614
C 1.5246 2.2358 1.3128 -3.193 -1.088 4.215
O 0.7991 1.8757 2.3741 4.424 1.751 -7.186
H 2.1852 -3.8781 1.0147 0.547 2.113 -2.688
H 2.9946 0.2020 -1.4464 -1.886 -1.142 0.667
H 1.5151 -0.5377 -2.3505 0.878 0.372 2.523
H 0.9264 -0.1639 0.7520 0.191 1.796 -1.930
H -0.6904 0.7890 -1.9382 0.197 -0.729 2.090
H -0.6939 -0.9351 -1.1547 0.501 2.445 0.488
H -1.3925 1.2437 1.0857 -0.508 -1.327 -2.031
H -3.1784 -0.4599 1.6761 1.746 -0.934 -1.858
H -3.1136 -1.2820 -0.0533 1.551 0.922 1.820
H -1.6382 -1.5928 1.1842 -1.729 1.786 -0.746
H -2.8175 1.1635 -1.4809 0.084 0.159 2.020
H 2.4382 2.9721 1.5114 -2.007 -1.539 -1.047
```
Positions in Å, forces in eV/Å.

- SMILES = C#CC[C@H](C[C@H](C)O)OC=O

In elementary charge units, the Mulliken charges are: -0.4315 -0.1265 -0.3970 0.0260 -0.9530 0.3501 -0.9938 -0.5689 -0.3062 0.1862 -0.4649 0.3104 0.3151 0.2948 0.3942 0.4009 0.2750 0.2234 0.2988 0.2547 0.2605 0.3350 0.3168

=====

Computed electronic energy, in the same sequence as the records: -1146.39408; -761.98351; -537.44088 Ha.
Computed energy above the lowest of the compared OMol25 structures with the same formula, charge and spin, in the same sequence as the records: 6.694; 2.651; 8.678 eV.
Computed strongest force on any atom, in the same sequence as the records: 0.1111; 0.0970; 0.1963 Eh/bohr.